223
Properties=species:S:1:pos:R:3:forces:R:3:lowdin_charge:R:1 method="wB97M-V/def2-TZVPD" homo_ev=-8.36 de_lowest_kj_mol=57.1 energy_ev=-103369.6416 homo_lumo_gap_ev=8.7 charge=0
C 8.2791 -2.0662 5.3158 -1.21 -0.79 -0.51 -0.052
C 7.0827 -1.3601 4.6625 0.51 -0.25 0.29 -0.451
C 5.7535 -1.6194 5.3665 -1.53 0.71 -0.49 -0.156
O 4.6492 -0.9507 4.6243 0.78 -0.27 0.49 -0.261
C 3.3606 -1.0583 5.2979 1.82 -0.77 -1.00 -0.068
N 7.3924 0.0569 4.6249 -0.92 0.13 -0.66 0.053
H 9.2293 -1.6475 4.9841 -0.19 0.22 0.23 0.080
H 8.2688 -3.1128 5.0115 0.11 -0.17 0.23 0.073
H 8.1071 -2.0201 6.3912 0.57 0.05 0.14 0.078
H 6.8934 -1.6960 3.6430 0.41 -0.02 -0.30 0.128
H 5.7523 -1.1644 6.3569 0.15 -0.22 0.37 0.123
H 5.4841 -2.6750 5.4021 0.21 -0.22 0.21 0.121
H 2.6085 -0.7939 4.5547 0.01 0.47 0.32 0.072
H 3.3902 -0.4642 6.2112 -0.44 0.00 -0.03 0.091
H 3.2358 -2.1255 5.4816 -0.35 -0.05 0.55 0.079
H 6.4484 0.3912 4.4933 0.01 1.30 -0.14 0.024
H 7.7041 0.4029 5.5211 0.06 -0.13 0.30 0.077
C -5.0328 -5.9747 1.7365 0.92 2.11 -0.59 -0.037
C -4.5583 -4.5222 2.1786 -2.99 -1.75 0.38 -0.390
C -5.2212 -3.4219 1.3751 0.40 -0.64 -1.28 -0.242
O -5.0742 -2.1492 1.9839 -0.17 0.70 -0.82 -0.177
C -5.3713 -1.1122 1.0165 0.72 -1.17 -0.42 -0.072
N -5.1123 -4.4617 3.5391 1.34 1.21 0.40 0.028
H -4.4262 -6.6235 2.3684 -0.11 -0.48 -0.69 0.078
H -4.9657 -6.0100 0.6492 0.63 -0.85 -0.07 0.059
H -6.0940 -6.1301 1.9311 0.02 0.24 0.41 0.069
H -3.4791 -4.3705 2.1616 -0.11 -0.29 0.24 0.114
H -6.2613 -3.6216 1.1173 -0.61 -0.15 0.73 0.122
H -4.8019 -3.5347 0.3753 0.71 0.86 -0.45 0.106
H -5.4707 -0.1077 1.4278 -0.29 -0.43 0.44 0.081
H -6.2066 -1.4297 0.3923 -0.61 0.30 0.34 0.082
H -4.5573 -1.0796 0.2924 0.32 0.08 0.04 0.057
H -5.0280 -3.4597 3.6347 -0.21 0.41 1.46 0.045
H -6.1106 -4.6075 3.4918 -0.20 -0.23 -0.17 0.066
C -4.7152 -0.6326 6.3683 0.58 -0.62 -1.03 -0.065
C -4.5300 0.8851 6.2939 0.02 -0.39 -0.24 -0.434
C -4.4593 1.5479 4.8974 1.19 -0.86 0.07 -0.166
O -3.1429 1.3607 4.3314 -0.78 0.16 0.76 -0.178
C -3.1047 1.4364 2.9293 0.24 -0.34 0.18 -0.104
N -5.6352 1.3985 7.0430 -1.73 0.85 0.51 0.015
H -4.7569 -1.0145 7.3884 0.20 0.30 0.05 0.079
H -3.9672 -1.1937 5.8080 0.48 0.17 0.22 0.074
H -5.6219 -0.9928 5.8824 -0.48 0.48 -0.04 0.071
H -3.6387 1.1647 6.8556 0.36 -0.07 -0.28 0.135
H -4.6690 2.6109 5.0163 0.08 0.25 -0.01 0.117
H -5.2126 1.1367 4.2255 -0.20 -0.22 -0.09 0.119
H -3.4014 2.4115 2.5430 -0.17 0.14 -0.05 0.090
H -3.7203 0.6354 2.5197 -0.18 0.03 -0.30 0.063
H -2.0746 1.2463 2.6279 0.02 0.07 0.03 0.075
H -6.4723 0.8646 6.8575 -0.04 -0.54 0.12 0.065
H -5.9494 2.3074 6.7342 0.50 0.58 0.10 0.063
C 7.2222 0.9248 -2.3836 0.61 0.03 -1.00 -0.045
C 5.9614 0.8141 -1.5499 0.83 1.63 -0.95 -0.433
C 4.8417 0.1782 -2.3335 -0.57 -0.73 -0.80 -0.181
O 4.6863 0.7663 -3.6463 0.94 0.04 1.44 -0.222
C 3.9909 -0.0077 -4.5964 0.00 0.60 0.43 -0.094
N 6.1836 0.1484 -0.2984 -0.30 -0.83 0.22 0.064
H 7.9934 1.5695 -1.9621 -0.30 0.35 0.16 0.082
H 6.9763 1.2495 -3.3946 0.04 0.43 0.10 0.077
H 7.7716 0.0018 -2.5690 -0.35 -0.63 0.35 0.074
H 5.6166 1.8291 -1.3526 0.06 0.29 0.14 0.136
H 3.9080 0.2607 -1.7771 -0.24 0.11 0.07 0.111
H 5.0396 -0.8873 -2.4509 0.14 -0.38 -0.12 0.124
H 2.9534 -0.0781 -4.2697 -0.24 -0.29 -0.37 0.064
H 4.4089 -1.0051 -4.7329 0.14 -0.09 0.03 0.090
H 4.1039 0.5924 -5.4993 -0.38 -0.38 -0.22 0.101
H 7.0160 0.4557 0.1842 0.14 0.70 -0.02 0.107
H 6.4530 -0.7917 -0.5508 -0.41 -0.57 0.49 0.051
C -3.8315 2.8506 -7.3667 1.26 -0.42 1.11 -0.061
C -5.0525 2.0200 -7.1262 -0.32 -0.74 -0.20 -0.458
C -5.1521 1.2741 -5.7671 0.36 0.82 -1.13 -0.202
O -4.1638 0.2888 -5.7081 0.23 -0.76 0.34 -0.179
C -4.3297 -0.6295 -4.6276 -0.32 0.65 0.07 -0.084
N -6.1965 2.8746 -7.2400 -1.71 0.85 -0.74 0.023
H -3.6900 3.6223 -6.6101 -0.38 0.27 0.05 0.082
H -3.7814 3.3164 -8.3509 -0.09 -0.23 -0.02 0.084
H -2.9818 2.1909 -7.1913 0.29 0.03 -0.53 0.061
H -5.1161 1.2824 -7.9262 0.38 -0.54 0.05 0.137
H -6.1526 0.8476 -5.6952 -0.20 -0.15 0.05 0.123
H -5.0445 2.0300 -4.9892 0.06 0.07 0.40 0.111
H -5.3540 -0.9944 -4.5512 -0.23 -0.38 -0.58 0.075
H -4.2274 -0.1257 -3.6665 0.62 0.18 0.21 0.071
H -3.6194 -1.4505 -4.7249 -0.04 0.20 -0.01 0.089
H -6.9649 2.3627 -7.6496 -0.67 -0.84 0.87 0.072
H -6.0977 3.4293 -8.0783 0.83 0.98 0.09 0.068
C -1.4151 -3.5057 0.4643 0.60 -1.70 0.30 -0.034
C 0.0413 -3.7774 -0.1247 -2.84 0.46 0.53 -0.337
C 0.0503 -4.9926 -1.1174 0.84 2.67 1.25 -0.242
O -0.2220 -6.0540 -0.3265 -1.04 -2.47 0.83 -0.188
C -0.3118 -7.2647 -1.0724 -0.16 0.21 1.16 -0.075
N 0.3609 -2.5093 -0.7227 0.79 -0.53 -0.91 0.048
H -2.1512 -3.3294 -0.3200 0.20 0.12 -0.09 0.046
H -1.4735 -2.7144 1.2117 0.46 0.44 -0.29 0.085
H -1.7709 -4.3623 1.0368 0.05 -0.35 -0.27 0.060
H 0.7074 -3.9253 0.7254 0.07 -0.76 0.01 0.124
H 1.0734 -5.0843 -1.4821 0.23 0.11 -0.71 0.123
H -0.6712 -4.8494 -1.9219 0.00 0.11 -0.28 0.110
H -0.4789 -8.0780 -0.3662 0.43 0.02 0.16 0.088
H 0.6408 -7.3778 -1.5898 -0.25 -0.41 -0.51 0.091
H -1.2216 -7.2895 -1.6722 0.26 0.29 -0.70 0.086
H -0.1251 -1.7946 -0.2002 0.45 0.39 -0.11 0.034
H 1.3571 -2.4272 -0.5776 0.37 0.88 -0.25 0.056
C 1.2541 0.1828 1.9305 -1.00 -0.02 1.00 -0.050
C 1.1038 0.9180 0.6349 -0.58 0.29 -0.98 -0.392
C -0.3333 1.0971 0.1153 -0.40 -0.46 -0.19 -0.160
O -0.9181 -0.1767 0.0099 0.37 -0.15 0.48 -0.222
C -2.1360 -0.1947 -0.6390 -0.47 -1.36 -0.70 -0.109
N 1.7169 2.2373 0.6425 -0.15 -0.03 0.74 0.079
H 2.2581 0.3399 2.3248 -0.03 0.03 0.19 0.060
H 1.0412 -0.8848 1.8747 0.22 -0.09 -0.47 0.072
H 0.4964 0.5079 2.6434 0.21 0.47 0.37 0.092
H 1.6282 0.2979 -0.0921 -0.15 -0.24 -0.57 0.122
H -0.3355 1.5932 -0.8553 0.47 -0.08 -0.57 0.111
H -1.0980 1.6832 0.6249 0.70 0.61 1.13 0.108
H -2.9699 0.2789 -0.1209 0.22 0.68 0.11 0.074
H -2.4111 -1.2482 -0.6908 -0.13 -0.07 -0.05 0.066
H -2.0222 0.0984 -1.6826 -0.21 0.55 -0.14 0.093
H 2.6021 2.1332 1.1176 0.27 0.24 0.35 0.042
H 2.0417 2.4239 -0.2954 -0.06 0.30 -0.53 0.036
C -7.7015 -5.8220 -2.2798 1.48 0.37 -0.68 -0.036
C -7.2283 -4.3328 -2.2706 -1.34 -0.82 1.14 -0.437
C -5.8247 -4.0999 -2.7512 0.55 -0.25 0.23 -0.226
O -4.8921 -4.9091 -2.0798 0.40 -0.77 0.33 -0.190
C -3.5440 -4.5356 -2.3256 -0.29 0.46 -0.01 -0.099
N -8.1215 -3.5110 -3.0806 -0.25 0.20 -0.54 0.030
H -8.7664 -6.0033 -2.1338 0.07 0.35 -0.09 0.073
H -7.1302 -6.4568 -1.6026 -0.08 0.39 0.53 0.066
H -7.3514 -6.2181 -3.2330 -0.60 -0.10 -0.43 0.076
H -7.3091 -3.9568 -1.2507 0.38 -0.21 0.49 0.117
H -5.5679 -3.0754 -2.4818 -0.01 0.55 -0.50 0.115
H -5.7595 -4.2845 -3.8235 -0.04 0.26 -0.30 0.136
H -3.4275 -3.4671 -2.1446 0.12 0.26 0.20 0.066
H -3.2094 -4.6659 -3.3548 -0.23 -0.34 -0.27 0.093
H -2.8687 -5.0787 -1.6644 -0.34 -0.13 0.06 0.074
H -7.8289 -2.5454 -3.0341 0.40 0.24 -0.19 0.061
H -9.0338 -3.4582 -2.6504 -0.26 -0.43 0.03 0.071
C 3.3694 -3.2949 2.3374 0.64 -0.57 0.95 -0.042
C 4.2897 -2.4773 1.3921 -0.74 -0.78 1.20 -0.410
C 5.2346 -3.3828 0.6886 0.41 -1.39 -0.69 -0.213
O 6.2622 -2.6620 0.0535 0.47 0.67 -1.62 -0.218
C 6.8137 -3.2861 -1.1180 -0.11 -0.75 0.67 -0.086
N 3.4276 -1.7051 0.5228 0.01 0.11 -0.22 0.094
H 2.5295 -2.7817 2.8057 -0.02 0.56 -0.54 0.066
H 3.9174 -3.6400 3.2141 0.51 0.13 0.12 0.067
H 2.9745 -4.2427 1.9716 -0.06 0.18 -0.81 0.074
H 4.9102 -1.8203 2.0016 0.07 0.16 0.29 0.122
H 4.7408 -4.0353 -0.0314 -0.51 0.19 -0.36 0.129
H 5.7105 -4.1069 1.3499 -0.01 0.06 0.65 0.132
H 7.5627 -2.6757 -1.6223 0.18 0.26 0.68 0.083
H 6.1302 -3.5462 -1.9263 -0.85 0.23 0.26 0.084
H 7.2260 -4.2407 -0.7911 0.50 -0.07 -0.19 0.088
H 3.1008 -1.0058 1.1741 -0.56 0.34 -0.35 0.033
H 3.9932 -1.1774 -0.1266 0.28 0.09 -0.18 0.042
C 2.2978 7.7048 1.6663 0.09 -0.40 -0.19 -0.056
C 3.0077 6.6847 2.5675 -0.38 -1.60 0.31 -0.369
C 2.5340 6.6409 4.0370 -0.46 0.71 -0.25 -0.214
O 3.2347 7.5982 4.7815 0.85 0.19 0.88 -0.177
C 3.0615 7.4167 6.1658 0.69 0.22 0.65 -0.127
N 2.8742 5.3108 2.0012 -0.22 0.81 -1.01 0.052
H 2.6433 8.7279 1.8146 -0.11 -0.06 0.31 0.076
H 1.2134 7.6506 1.7623 -0.03 0.13 0.36 0.057
H 2.4715 7.4706 0.6160 0.32 -0.13 -0.02 0.070
H 4.0799 6.8797 2.5888 0.02 0.25 0.09 0.132
H 2.6393 5.6304 4.4318 0.53 -0.16 0.12 0.109
H 1.4878 6.8822 4.2250 -0.61 -0.18 -0.76 0.126
H 2.1548 7.8481 6.5897 -0.51 -0.17 -0.38 0.085
H 3.8564 7.9032 6.7311 0.28 0.33 -0.42 0.082
H 3.1671 6.3743 6.4663 -0.36 -0.32 -0.19 0.083
H 3.2909 4.5413 2.5056 0.13 0.56 0.22 0.021
H 1.9092 5.0524 1.8527 -0.17 0.03 0.12 0.024
C 2.1902 4.5509 -3.6010 -2.13 0.25 -1.24 -0.053
C 1.7203 3.3216 -2.7693 1.92 -0.07 -0.51 -0.350
C 1.0898 2.1040 -3.5444 -0.01 2.12 0.18 -0.164
O 0.0079 2.6597 -4.2817 -0.56 -0.39 0.15 -0.190
C -0.7315 1.6724 -4.9856 0.65 -0.11 -0.70 -0.102
N 2.9433 2.8414 -2.1219 -0.07 -1.22 0.87 0.028
H 1.3972 4.8849 -4.2701 -0.53 0.04 0.04 0.062
H 2.9763 4.4065 -4.3422 0.49 -0.65 0.55 0.077
H 2.3917 5.4550 -3.0264 0.30 -0.39 0.49 0.074
H 1.0559 3.6148 -1.9565 -0.37 0.24 -0.28 0.112
H 0.7499 1.3261 -2.8608 -0.11 -0.02 0.32 0.110
H 1.8417 1.6448 -4.1862 0.08 0.10 -0.37 0.101
H -1.1065 0.8598 -4.3634 0.18 -0.10 0.27 0.074
H -0.0610 1.2974 -5.7588 0.06 -0.65 -0.07 0.094
H -1.5863 2.0376 -5.5548 0.05 0.74 0.50 0.064
H 3.5282 3.5811 -1.7600 -0.15 0.21 -0.01 0.090
H 3.5068 2.2786 -2.7430 0.08 0.09 -0.28 0.043
C 4.4324 2.3532 3.6442 0.49 -0.29 -0.14 -0.050
C 5.2713 1.7469 2.5145 -1.21 -0.69 0.75 -0.293
O 4.4541 1.6915 1.3569 0.17 0.89 0.01 -0.117
H 5.0208 2.3325 4.5615 -0.09 0.10 0.14 0.075
H 3.5579 1.7174 3.7822 -0.02 0.00 0.09 0.067
H 4.0692 3.3677 3.4803 0.37 -0.13 -0.08 0.043
H 5.4093 0.6979 2.7763 0.47 -0.07 0.35 0.077
H 6.2588 2.1859 2.3721 -0.10 0.42 -0.18 0.117
H 4.9558 1.1485 0.7444 0.08 -0.60 -0.64 0.014
C -1.8955 4.8902 0.7045 0.23 -0.16 -0.08 -0.070
C -0.3954 5.0047 0.9738 -0.32 -0.20 -0.78 -0.332
O 0.0052 4.0956 1.9571 -0.66 0.83 1.69 -0.109
H -2.4049 4.8257 1.6660 0.00 -0.07 0.04 0.073
H -2.1158 3.9927 0.1265 -0.14 -0.06 0.06 0.040
H -2.3081 5.7538 0.1830 0.12 0.01 -0.17 0.078
H -0.2129 6.0489 1.2278 0.31 -0.04 0.69 0.089
H 0.2412 4.8331 0.1058 -0.25 -0.01 -0.56 0.101
H 0.4708 3.3242 1.6259 0.63 -0.24 -0.96 0.017
C -2.8677 3.4489 -2.7688 2.14 -0.46 0.07 -0.087
C -4.0577 2.9357 -2.0840 -1.58 0.36 -0.98 -0.315
O -5.0131 4.0072 -1.9041 0.15 -0.58 0.68 -0.075
H -2.2864 2.5956 -3.1181 0.06 -0.18 -0.17 0.051
H -2.1734 3.9141 -2.0690 -0.14 0.74 -0.29 0.065
H -3.0960 4.0329 -3.6603 -0.01 0.27 0.28 0.092
H -3.8541 2.4151 -1.1483 -0.11 0.31 0.12 0.102
H -4.4590 2.2229 -2.8044 -0.56 -0.46 0.37 0.083
H -5.5436 4.0649 -2.7021 0.02 0.00 -0.03 0.074
C 1.1667 -2.8406 -4.0361 0.61 -0.99 -0.44 -0.087
C -0.0742 -2.0483 -4.1924 0.22 2.28 1.08 -0.342
O -1.0533 -2.3272 -3.2358 -1.94 -1.22 -0.84 -0.106
H 1.0210 -3.8847 -4.3132 0.02 -0.18 0.10 0.078
H 1.4939 -2.7835 -2.9980 0.06 -0.07 -0.07 0.060
H 1.9577 -2.4510 -4.6769 0.06 0.07 -0.04 0.065
H -0.4830 -1.9335 -5.1963 -0.20 -0.60 0.03 0.121
H 0.1965 -1.0389 -3.8827 0.57 0.68 -0.69 0.081
H -0.6288 -2.5070 -2.3938 0.69 0.15 0.76 0.012

=====

17
Properties=species:S:1:pos:R:3:forces:R:3:nbo_charge:R:1 method="wB97M-V/def2-TZVPD" homo_ev=-8.58 de_lowest_kj_mol=400.6 energy_ev=-8427.0888 homo_lumo_gap_ev=9.6 charge=0
C 2.3178 0.4546 -1.6882 0.02 0.02 0.00 -0.861
C -0.1978 0.1464 0.9751 -0.05 -0.08 -0.16 0.341
C -0.0510 -1.3379 0.7331 0.13 -0.15 0.09 -0.447
C -1.3119 -1.0891 -0.1801 -0.12 -0.22 -0.16 -0.381
C -1.1801 0.4267 0.1166 0.09 0.03 0.12 -0.214
C -1.5887 1.4301 1.1960 -0.32 0.30 0.04 -0.069
O -0.3662 1.0808 1.9671 0.12 -0.03 0.08 -0.491
H 2.9189 0.6668 -0.7986 -0.10 -0.04 -0.16 0.212
H 2.4532 -0.5914 -1.9785 -0.02 0.17 0.04 0.207
H 2.6430 1.1023 -2.5075 -0.06 -0.12 0.14 0.214
H 0.8690 -1.6681 0.2422 -0.14 0.07 0.09 0.227
H -0.2529 -1.9653 1.6059 0.03 0.10 -0.12 0.224
H -2.2029 -1.5429 0.2665 0.14 0.07 -0.06 0.211
H -1.2429 -1.3890 -1.2302 -0.01 0.07 0.17 0.209
H 1.2647 0.6455 -1.4639 0.18 -0.04 -0.05 0.223
H -2.4590 1.1334 1.7854 0.11 0.01 -0.09 0.199
H -1.6132 2.4971 0.9590 0.00 -0.16 0.02 0.196